# 1
# CH6NS

The ion CH6NS with charge +1 at a distorted geometry (wB97M-V/def2-TZVPD, the Open Molecules 2025 dataset).

As for the SMILES: [NH3+]CS. The calculation puts the HOMO energy at -14.485 eV. Its total charge is +1.

Geometry (Å):
1 C 0.369 0.419 -0.031
2 N -0.993 -0.144 -0.337
3 S 1.187 -0.671 1.167
4 H 0.868 0.436 -0.995
5 H -0.013 1.323 0.432
6 H -0.847 -1.200 -0.703
7 H -1.497 0.622 -0.987
8 H -1.435 -0.425 0.576
9 H 2.361 -0.361 0.877

Atoms 1-3, force components in eV/Å:
C -0.8782 -0.3424 0.5275
N -0.2270 -2.7216 -1.0269
S -3.1526 -0.7236 0.6395


# 2
# C2H4NPS

An isolated molecule of C2H4NPS at a distorted geometry (wB97M-V/def2-TZVPD, the Open Molecules 2025 dataset).

As for the SMILES: C1=NPCS1. The calculation puts the HOMO energy at -8.686 eV.

Geometry (Å):
1 C 0.590 -1.369 0.141
2 C 0.082 1.143 -0.304
3 N -0.772 -1.354 0.081
4 P -1.503 0.166 -0.019
5 S 1.503 0.079 0.011
6 H 0.957 -2.354 0.086
7 H 0.190 1.348 -1.454
8 H 0.327 2.214 0.099
9 H -1.373 0.126 1.359

Atoms 1-3, force components in eV/Å:
C -6.0248 0.5035 -1.0738
C 1.1307 2.3396 -2.4611
N 4.8296 -1.0461 -0.5679


# 3
# CH2O4S2

A structure of composition CH2O4S2 at a distorted geometry (wB97M-V/def2-TZVPD, the Open Molecules 2025 dataset).

The calculation puts the HOMO energy at 1.285 eV. Its total charge is -2.

Geometry (Å):
1 C 0.788 -0.664 0.246
2 O -0.767 -0.952 -1.894
3 O -0.496 1.159 1.553
4 O 1.106 -2.547 -1.520
5 O -1.957 -0.679 0.896
6 S 0.664 -1.113 -1.535
7 S -0.806 0.138 0.523
8 H 1.326 0.245 -0.011
9 H -1.283 0.966 -0.382

Atoms 1-3, force components in eV/Å:
C -2.5453 0.7147 -1.4828
O -1.4166 -0.0747 -0.5855
O 0.0074 0.4432 0.3881


# 4
# C39H40F3N3O8S

A cluster of 2 separate species, C39H40F3N3O8S in total at a distorted geometry (wB97M-V/def2-TZVPD, the Open Molecules 2025 dataset).

As for the SMILES: CCSCc1c(CCC(N)=O)c(COC(F)(F)F)c(CC=O)c2c1C(=O)c1c(COc3ccccc3)c(N)cc(CCOC(C)=O)c1C2=O.c1cc[nH]c1. The calculation puts the HOMO energy at -8.131 eV.

Geometry (Å):
1 C -4.188 3.892 -0.889
2 C -2.903 3.085 -1.194
3 S -2.900 2.476 -2.893
4 C -1.721 1.075 -2.995
5 C -1.215 0.573 -1.649
6 C -1.784 -0.530 -0.981
7 C -2.939 -1.242 -1.679
8 C -4.233 -1.514 -0.849
9 C -4.654 -0.379 0.107
10 N -5.086 -0.756 1.422
11 O -4.660 0.772 -0.261
12 C -1.249 -0.887 0.247
13 C -1.798 -2.072 1.010
14 O -2.436 -1.646 2.242
15 C -2.526 -2.634 3.141
16 F -3.448 -2.265 4.057
17 F -1.413 -2.881 3.818
18 F -2.892 -3.823 2.550
19 C -0.165 -0.219 0.823
20 C 0.428 -0.627 2.163
21 C -0.206 0.117 3.355
22 O -0.121 -0.358 4.466
23 C 0.401 0.834 0.137
24 C -0.141 1.227 -1.082
25 C 0.563 2.400 -1.745
26 O -0.008 3.326 -2.275
27 C 2.080 2.344 -1.636
28 C 2.889 2.662 -2.711
29 C 2.316 3.103 -4.041
30 O 1.728 2.021 -4.813
31 C 2.354 0.808 -4.605
32 C 1.731 -0.151 -3.838
33 C 2.305 -1.382 -3.634
34 C 3.521 -1.671 -4.215
35 C 4.144 -0.709 -4.974
36 C 3.570 0.526 -5.182
37 C 4.255 2.560 -2.545
38 N 5.173 2.838 -3.619
39 C 4.779 2.146 -1.332
40 C 3.980 1.832 -0.252
41 C 4.613 1.353 1.046
42 C 5.807 2.288 1.386
43 O 6.224 2.138 2.748
44 C 6.827 0.902 2.927
45 C 6.091 -0.016 3.907
46 O 7.850 0.590 2.362
47 C 2.610 1.942 -0.431
48 C 1.607 1.599 0.647
49 O 1.751 1.906 1.814
50 H -3.934 4.844 -0.410
51 H -4.735 4.140 -1.806
52 H -4.863 3.363 -0.213
53 H -2.847 2.276 -0.461
54 H -2.055 3.742 -0.970
55 H -2.177 0.294 -3.604
56 H -0.842 1.407 -3.559
57 H -3.258 -0.746 -2.590
58 H -2.550 -2.225 -1.990
59 H -4.233 -2.475 -0.326
60 H -5.052 -1.599 -1.578
61 H -6.106 -0.792 1.394
62 H -4.817 -1.726 1.560
63 H -2.421 -2.734 0.416
64 H -0.933 -2.673 1.322
65 H 1.481 -0.328 2.164
66 H 0.390 -1.700 2.351
67 H -0.697 1.103 3.217
68 H 1.557 3.876 -3.916
69 H 3.114 3.544 -4.648
70 H 0.766 0.082 -3.403
71 H 1.792 -2.117 -3.021
72 H 3.971 -2.648 -4.072
73 H 5.112 -0.942 -5.410
74 H 4.081 1.257 -5.800
75 H 5.903 3.478 -3.324
76 H 5.658 1.965 -3.818
77 H 5.856 2.044 -1.233
78 H 3.918 1.301 1.883
79 H 4.987 0.330 0.878
80 H 6.644 2.097 0.710
81 H 5.440 3.310 1.266
82 H 5.050 0.304 3.975
83 H 6.204 -1.031 3.527
84 H 6.582 0.127 4.875
85 N -7.072 -5.702 5.038
86 C -5.798 -5.881 4.576
87 C -5.297 -4.660 4.200
88 C -6.325 -3.707 4.460
89 C -7.401 -4.379 4.973
90 H -7.674 -6.432 5.372
91 H -5.356 -6.863 4.550
92 H -4.335 -4.425 3.805
93 H -6.275 -2.644 4.289
94 H -8.366 -4.031 5.297

Atoms 1-3, force components in eV/Å:
C -0.0435 0.1611 -0.3068
C 0.0793 0.3274 1.1768
S -0.4966 -0.1941 -0.1176


# 5
# C6H10N2O

An isolated molecule of C6H10N2O at a distorted geometry (wB97M-V/def2-TZVPD, the Open Molecules 2025 dataset).

As for the SMILES: [H]/N=C1\C[C@H]1N(C)C(=C)O. The calculation puts the HOMO energy (spin up / spin down) at -7.494 / -6.496 eV.

Geometry (Å):
1 C 0.384 -1.279 1.475
2 C -2.073 0.856 -0.174
3 C 0.426 1.054 -0.377
4 C 1.271 -1.200 0.175
5 C -0.585 -1.006 0.445
6 C 0.829 1.258 -1.645
7 O 0.739 1.916 0.657
8 N -0.740 0.280 -0.063
9 N 1.915 -2.167 -0.294
10 H 1.584 2.332 0.435
11 H 1.612 -3.100 0.003
12 H 0.306 -2.247 1.965
13 H 0.720 -0.475 2.122
14 H -1.341 -1.730 0.167
15 H -2.653 0.297 -0.914
16 H -2.571 0.793 0.796
17 H -2.033 1.896 -0.502
18 H 1.563 2.020 -1.873
19 H 0.646 0.500 -2.397

Atoms 1-3, force components in eV/Å:
C 0.9771 0.9910 -0.7393
C 0.1732 -0.3024 -0.1581
C -1.5292 1.2481 -0.5301


# 6
# AlH4O2

A structure of composition AlH4O2 at a distorted geometry (wB97M-V/def2-TZVPD, the Open Molecules 2025 dataset).

As for the multiplicity: 2. The calculation puts the HOMO energy (spin up / spin down) at -20.779 / -20.694 eV. Its total charge is +2.

Geometry (Å):
1 Al -4.448 14.606 29.867
2 O -5.346 12.772 31.971
3 H -5.768 11.921 32.092
4 H -4.877 12.926 32.792
5 O -2.620 13.778 27.644
6 H -2.331 12.936 27.292
7 H -2.161 14.430 27.114

Atoms 1-3, force components in eV/Å:
Al 0.5800 -0.9898 -0.5192
O -0.2859 1.7194 -0.7963
H -0.3146 -1.2820 -0.4238


# 7
# C27H39NO4RhSTe

A structure of composition C27H39NO4RhSTe (wB97M-V/def2-TZVPD, the Open Molecules 2025 dataset).

The calculation puts the HOMO energy at -10.812 eV. Its total charge is +1.

Geometry (Å):
1 Rh 1.842 1.367 1.563
2 C 3.096 -1.622 1.530
3 O 3.193 -0.310 2.078
4 C 3.560 -0.314 3.458
5 C 3.604 1.126 3.918
6 O 2.390 1.805 3.579
7 C 1.388 1.893 4.605
8 C 0.859 0.559 5.085
9 O 0.426 -0.195 3.981
10 C -0.189 -1.412 4.363
11 H 4.064 -2.121 1.588
12 H 2.805 -1.506 0.491
13 H 2.343 -2.202 2.070
14 H 4.550 -0.767 3.571
15 H 2.830 -0.905 4.016
16 H 4.398 1.662 3.398
17 H 3.780 1.185 4.994
18 H 0.589 2.482 4.158
19 H 1.810 2.445 5.448
20 H 0.029 0.761 5.775
21 H 1.619 0.006 5.655
22 H -1.076 -1.230 4.977
23 H 0.504 -2.047 4.927
24 H -0.484 -1.924 3.449
25 C 2.824 2.515 -1.388
26 C 1.723 1.488 -1.490
27 O 1.121 1.310 -2.538
28 N 1.487 0.758 -0.353
29 Te -0.137 -0.440 -0.413
30 C -0.190 -1.780 -2.051
31 C -1.405 -2.472 -2.148
32 C -2.581 -2.250 -1.230
33 C -1.543 -3.421 -3.156
34 C -0.512 -3.716 -4.032
35 C -0.680 -4.731 -5.126
36 C 0.701 -3.061 -3.856
37 C 0.899 -2.099 -2.875
38 C 2.266 -1.483 -2.762
39 C -1.722 0.903 -0.809
40 C -2.178 1.281 -2.080
41 C -1.744 0.668 -3.382
42 C -3.182 2.247 -2.138
43 C -3.754 2.803 -1.006
44 C -4.823 3.853 -1.106
45 C -3.321 2.353 0.236
46 C -2.317 1.407 0.364
47 C -1.960 0.941 1.752
48 H 3.293 2.620 -2.363
49 H 3.558 2.258 -0.628
50 H 2.375 3.472 -1.119
51 H -2.289 -2.145 -0.180
52 H -3.251 -3.106 -1.281
53 H -3.151 -1.360 -1.501
54 H -2.485 -3.950 -3.245
55 H -1.658 -5.207 -5.080
56 H 0.083 -5.508 -5.057
57 H -0.578 -4.260 -6.105
58 H 1.533 -3.312 -4.505
59 H 2.982 -2.068 -3.336
60 H 2.614 -1.456 -1.730
61 H 2.267 -0.467 -3.146
62 H -0.696 0.397 -3.393
63 H -1.925 1.370 -4.195
64 H -2.338 -0.226 -3.588
65 H -3.530 2.561 -3.115
66 H -5.121 4.018 -2.140
67 H -4.468 4.802 -0.701
68 H -5.706 3.565 -0.535
69 H -3.780 2.752 1.134
70 H -2.459 1.569 2.488
71 H -0.891 0.977 1.963
72 H -2.295 -0.088 1.918
73 S 0.098 4.135 1.062
74 C 0.910 2.847 1.291

Atoms 1-3, force components in eV/Å:
Rh 0.0807 0.0797 -0.0658
C -0.0273 -0.0087 0.0155
O 0.0136 0.0057 -0.0336


# 8
# C4H7O2S

A cluster of 2 separate species, C4H7O2S in total at a distorted geometry (wB97M-V/def2-TZVPD, the Open Molecules 2025 dataset).

The calculation puts the HOMO energy at -4.218 eV. Its total charge is -1.

Geometry (Å):
1 O -1.539 1.256 1.670
2 C -0.818 0.397 2.188
3 O -0.402 0.186 3.397
4 C -0.128 -0.615 1.186
5 C -0.524 -0.490 -0.323
6 C 0.124 0.769 -0.838
7 S 1.480 -0.654 -3.249
8 H 0.993 -0.644 1.247
9 H -0.413 -1.687 1.477
10 H -1.655 -0.451 -0.294
11 H -0.295 -1.465 -0.736
12 H -0.483 1.263 -1.576
13 H 0.816 0.408 -1.635
14 H 0.953 1.149 -0.314

Atoms 1-3, force components in eV/Å:
O -0.4337 0.2623 0.2973
C 2.6931 -1.3228 1.4708
O -1.4693 0.8531 -2.1587


Calculated energy in order - -13451.42069; -23751.48848; -30925.87753; -80929.27970; -11405.29437; -10733.92241; -59440.77475; -19188.93007 eV